DFT (wB97M-V/def2-TZVPD) results for a 3-piece molecular cluster, C11H19F2NO8S overall.

Its SMILES is CCN(C[C@H](C)F)S(=O)(=O)F.O=C1OCCO1.O=C1OCCO1. The largest force on an atom is 1.9 eV/A. The total charge is 0. For the total energy, the calculation gives -45854.94500 eV. The LUMO energy comes out at 0.52 eV.

Last column: Mulliken charge in e.
Positions of all 42 atoms, in Å:
C (0.600, -1.067, -1.853)  -0.73
C (1.112, 0.242, -2.487)  -0.64
N (1.192, 1.268, -1.429)  0.30
C (-0.083, 1.764, -0.879)  -1.33
C (-1.263, 1.845, -1.836)  0.79
C (-2.247, 2.923, -1.437)  -1.68
F (-1.952, 0.623, -1.788)  -0.31
S (2.383, 2.375, -1.662)  1.12
O (3.386, 2.164, -0.671)  -0.57
O (2.798, 2.430, -3.022)  -0.61
F (1.708, 3.744, -1.330)  -0.25
H (0.295, -0.907, -0.831)  -0.05
H (1.384, -1.818, -1.865)  0.44
H (-0.240, -1.439, -2.436)  0.32
H (2.131, 0.060, -2.818)  0.51
H (0.563, 0.551, -3.376)  0.34
H (0.026, 2.735, -0.407)  0.62
H (-0.384, 1.092, -0.071)  0.34
H (-0.971, 2.003, -2.874)  0.21
H (-3.121, 2.836, -2.082)  0.41
H (-1.821, 3.912, -1.597)  0.40
H (-2.583, 2.802, -0.409)  0.38
O (-0.125, -2.672, 0.379)  -0.54
C (-1.272, -2.943, 0.535)  0.65
O (-1.861, -4.081, 0.105)  -0.33
C (-3.176, -4.142, 0.668)  -0.32
C (-3.474, -2.682, 0.946)  -0.29
O (-2.166, -2.143, 1.159)  -0.27
H (-3.869, -4.598, -0.034)  0.29
H (-3.140, -4.743, 1.578)  0.27
H (-3.926, -2.177, 0.091)  0.24
H (-4.097, -2.528, 1.823)  0.29
O (0.894, -0.348, 5.110)  -0.54
C (1.571, -0.080, 4.172)  0.67
O (1.747, 1.171, 3.681)  -0.36
C (2.797, 1.126, 2.706)  -0.17
C (2.767, -0.324, 2.271)  0.19
O (2.270, -0.981, 3.443)  -0.36
H (2.597, 1.818, 1.892)  0.14
H (3.737, 1.402, 3.187)  0.27
H (2.074, -0.502, 1.446)  -0.18
H (3.745, -0.712, 2.001)  0.34